(1)
5
Properties=species:S:1:pos:R:3 method="wB97M-V/def2-TZVPD" e_above_lowest_kcal_mol=7.4 total_energy_ev=-23891.4596 homo_ha=-0.342 lumo_energy_ev=0.69
O -0.3919 0.6710 0.7440
P -0.1370 -0.6938 -0.1287
Cl 1.7011 -0.5633 -0.8532
H -0.2881 0.7041 1.6455
H -0.8841 -0.1181 -1.4077



(2)
72
Properties=species:S:1:pos:R:3 method="wB97M-V/def2-TZVPD" e_above_lowest_kcal_mol=19.1 total_energy_ev=-47878.7199 total_charge=-1 homo_ha=-0.182 lumo_energy_ev=2.60
Cd 0.3493 -0.2072 0.0608
N 1.9717 -1.4586 1.2591
C 3.1700 -1.8849 0.6347
C 4.2957 -1.9356 1.4603
C 5.5063 -2.4392 1.0358
C 5.5834 -2.9469 -0.2495
C 4.4817 -2.8576 -1.0798
C 3.2565 -2.2655 -0.7259
C 2.1966 -2.0844 -1.8080
C 2.5410 -2.4999 -3.1093
C 1.6692 -2.4210 -4.1782
C 0.4043 -1.8898 -3.9860
C 0.0793 -1.4136 -2.7290
C 0.9327 -1.4849 -1.6176
H 2.1175 -1.3175 2.2522
H 1.2136 -2.1564 1.1504
H 4.1861 -1.5886 2.4820
H 6.3549 -2.4681 1.7073
H 6.4915 -3.4119 -0.6114
H 4.5904 -3.2831 -2.0623
H 3.5259 -2.8780 -3.3314
H 1.9887 -2.7628 -5.1557
H -0.3024 -1.8215 -4.8051
H -0.8995 -0.9552 -2.6100
C -1.4062 -1.8503 4.3705
C -1.4941 -1.7056 2.8603
C -2.9302 -1.4690 2.4095
O -0.6759 -0.5849 2.4535
C -0.9568 -2.9563 2.1134
O -1.1371 -4.0511 2.6519
O -0.4536 -2.7087 0.9826
H -1.9179 -1.0198 4.8677
H -0.3622 -1.8528 4.6844
H -1.8563 -2.7926 4.6757
H -3.3579 -0.5968 2.9128
H -3.5371 -2.3426 2.6505
H -2.9602 -1.3129 1.3303
H -1.0910 0.2148 2.8006
C 0.4669 3.9871 3.5072
C -0.0669 2.5547 3.5067
C -1.4923 2.4529 3.0197
C -2.5465 2.6383 3.9110
C -3.8623 2.5176 3.4990
C -4.1364 2.1819 2.1810
C -3.1139 1.9755 1.2654
C -3.4253 1.5726 -0.1512
C -3.4680 2.7567 -1.1163
C -1.7883 2.1418 1.6846
N -0.7400 1.9027 0.7633
C -0.2178 2.9487 0.1992
C 0.8716 2.8711 -0.6988
C 1.4775 3.8602 -1.4917
C 2.4432 3.1955 -2.2431
C 2.3719 1.8397 -1.8620
N 1.4365 1.6506 -0.9343
H 1.4764 4.0257 3.9185
H -0.1718 4.6400 4.1049
H 0.5048 4.3922 2.4970
H -0.0209 2.1514 4.5219
H 0.5750 1.9255 2.8864
H -2.3208 2.8680 4.9465
H -4.6704 2.6610 4.2042
H -5.1622 2.0494 1.8564
H -4.3890 1.0568 -0.1613
H -2.6783 0.8524 -0.4960
H -4.2073 3.4925 -0.7940
H -3.7283 2.4270 -2.1231
H -2.4998 3.2553 -1.1701
H -0.6346 3.9375 0.4121
H 1.2223 4.9090 -1.5164
H 3.1131 3.6206 -2.9736
H 2.9573 1.0090 -2.2298



(3)
61
Properties=species:S:1:pos:R:3 method="wB97M-V/def2-TZVPD" total_energy_ev=-61485.8885 multiplicity=4 total_charge=+1 homo_ha="-0.352 / -0.352" lumo_energy_ev="-4.83 / -5.94"
Re -0.1864 0.0747 -0.0481
O 6.2536 0.6005 2.5184
C 6.0596 0.4179 1.3128
O 6.8025 0.3527 0.3289
C 4.5544 0.2480 0.9549
C 4.1591 -0.0893 -0.3336
C 2.8186 -0.2131 -0.6353
N 1.8688 0.0237 0.2824
C 2.2481 0.3412 1.5440
C 3.5656 0.4467 1.9156
C 1.0997 0.5701 2.4745
O 1.1950 0.8749 3.6298
O -0.0971 0.4210 1.8726
H 4.9297 -0.2384 -1.0774
H 2.4688 -0.4806 -1.6247
H 3.8508 0.6849 2.9316
C 0.6687 3.9076 5.8990
O 0.4003 5.2066 5.3516
C -0.5833 5.3615 4.4815
C -0.7428 6.6622 3.9642
C -1.7169 6.9144 3.0387
C -2.5261 5.8662 2.5648
C -2.4259 4.5888 3.1450
C -1.4600 4.3307 4.0857
N -3.3897 6.1911 1.5301
N -3.9136 5.3857 0.7589
C -3.4506 4.2001 0.2898
C -4.4022 3.2116 -0.0172
C -4.0412 1.9095 -0.2765
C -2.6842 1.5420 -0.2488
O -2.2610 0.3371 -0.3832
C -1.6986 2.5921 -0.0799
N -0.4077 2.1727 -0.1040
C 0.5656 3.0606 0.0010
C 0.2985 4.4330 0.0943
C -0.9987 4.8682 0.1602
C -2.0446 3.9235 0.1195
H 1.5431 4.0376 6.5274
H 0.8862 3.1927 5.1060
H -0.1750 3.5723 6.5028
H -0.0804 7.4390 4.3169
H -1.8547 7.9042 2.6260
H -3.1101 3.8006 2.8634
H -1.3822 3.3453 4.5184
H -5.4454 3.4929 0.0290
H -4.7885 1.1499 -0.4540
H 1.5789 2.6810 0.0036
H 1.1247 5.1272 0.1289
H -1.2155 5.9245 0.2318
S -0.1569 -2.0463 -1.0328
C -1.7862 -2.6383 -0.8448
N -2.3797 -2.8653 0.3119
C -3.7421 -3.3760 0.1454
C -3.8876 -3.4352 -1.3942
N -2.5697 -2.9852 -1.8494
H -1.9654 -2.6022 1.1909
H -4.4624 -2.7007 0.6046
H -3.8343 -4.3584 0.6058
H -4.6607 -2.7615 -1.7620
H -4.0959 -4.4412 -1.7530
H -2.3006 -2.8660 -2.8114



(4)
64
Properties=species:S:1:pos:R:3 method="wB97M-V/def2-TZVPD" e_above_lowest_kcal_mol=162.3 total_energy_ev=-32901.8984 homo_ha=-0.316 lumo_energy_ev=-4.19
Al 0.6771 -0.3787 -0.6495
B 3.5642 0.5018 -1.9279
H 2.8163 0.1434 -2.6181
H 3.1580 0.5329 -0.9288
H 4.3448 -0.2370 -2.0224
H 3.9302 1.4854 -2.1788
B 2.3914 -2.7388 -1.6735
H 1.9206 -2.5418 -2.6242
H 1.7092 -3.1771 -0.9616
H 3.2385 -3.4056 -1.7184
H 2.7460 -1.7921 -1.2962
B 2.9141 -1.3561 1.3808
H 3.4989 -2.2526 1.5171
H 3.3477 -0.8771 0.5167
H 1.9381 -1.6894 1.0638
H 2.8721 -0.7127 2.2460
C 0.5980 -0.2176 -4.5521
O -0.1163 -0.0586 -3.3809
C -1.2749 0.7044 -3.8236
C -2.4295 0.4751 -2.8706
N -2.1416 0.9033 -1.5883
C -3.2322 0.6746 -0.7107
C -3.1443 1.8050 0.3034
O -1.8574 2.1402 0.7369
C -1.9116 3.2057 1.6871
H 0.6123 0.7247 -5.0998
H 0.3358 -0.9652 -5.3008
H 1.6270 -0.4240 -4.2580
H -1.6951 0.5091 -4.8103
H -0.9250 1.7343 -3.8929
H -2.9137 -0.5014 -2.8652
H -3.2348 1.1358 -3.1916
H -2.1232 1.9117 -1.5342
H -3.1795 -0.2847 -0.1959
H -4.1296 0.9271 -1.2755
H -3.6596 1.4231 1.1846
H -3.6633 2.7293 0.0497
H -2.5515 3.1130 2.5646
H -2.2539 4.0553 1.0964
H -0.8766 3.4816 1.8890
C -0.2835 -3.9648 0.7066
O -0.6687 -2.5608 0.8497
C -1.3691 -2.3815 2.0605
C -1.9120 -0.9795 2.3753
N -0.8085 -0.0242 2.1121
C 0.0954 0.1346 3.2437
C 0.9650 1.3932 3.0610
O 1.3773 1.6576 1.6996
C 2.0359 2.8831 1.6392
H 0.6128 -4.1809 1.2879
H -0.0459 -4.1420 -0.3423
H -1.0762 -4.6723 0.9501
H -0.6530 -2.6175 2.8477
H -2.1497 -3.1225 2.2328
H -2.1782 -0.9258 3.4310
H -2.8834 -0.9417 1.8824
H -1.2286 0.8828 1.9671
H 0.7582 -0.7089 3.4370
H -0.6036 0.4055 4.0349
H 1.7840 1.1063 3.7206
H 0.4257 2.2231 3.5174
H 2.5702 3.1035 0.7150
H 2.8999 3.0264 2.2880
H 1.4088 3.6999 1.9966



(5)
22
Properties=species:S:1:pos:R:3 method="wB97M-V/def2-TZVPD" e_above_lowest_kcal_mol=10.7 total_energy_ev=-23298.5411 total_charge=-1 homo_ha=-0.136 lumo_energy_ev=3.55
C -2.4474 -0.5181 0.6875
C -2.1395 0.6279 0.0716
C -1.4846 -1.6864 0.3741
C 1.8453 2.2549 0.8972
C 0.0840 -2.3249 -1.5062
C 0.9804 0.9423 0.9316
C 0.6835 0.5310 -0.5279
N -0.5893 -0.1125 -1.0722
N -0.6296 -1.4296 -0.6063
O -1.5378 -2.7836 0.9413
S -2.5154 2.1579 -0.2783
H -2.9960 -0.6782 1.5691
H 1.0621 3.0551 0.6090
H 2.4893 2.5089 1.8082
H 2.6818 2.3034 0.1452
H -0.1136 -2.0373 -2.4946
H 1.1307 -2.1796 -1.4236
H -0.2125 -3.3543 -1.2259
H 0.0769 1.1877 1.5681
H 1.5903 0.2661 1.5453
H 0.6693 1.4952 -1.1023
H 1.3722 -0.2258 -0.9108



(6)
100
Properties=species:S:1:pos:R:3 method="wB97M-V/def2-TZVPD" total_energy_ev=-150753.3224 multiplicity=2 total_charge=+2 homo_ha="-0.477 / -0.477" lumo_energy_ev="-9.10 / -9.19"
Cu -2.4111 -0.5934 -4.5760
C 1.4967 3.4245 -7.7630
C 0.5716 3.3047 -6.5045
C 1.1003 2.3421 -5.4202
C 0.2193 2.3896 -4.1634
N 0.9310 2.6062 -2.7983
C -0.1113 2.7021 -1.6835
C -0.1884 4.2607 -1.3823
C 1.2425 4.7282 -1.5805
C 1.7364 3.9706 -2.8383
C 2.0016 1.4776 -2.5532
H 1.4895 2.4481 -8.2474
H 2.5339 3.6848 -7.5517
H 1.1941 4.1567 -8.5117
H -0.4037 3.0159 -6.8963
H 0.4422 4.3275 -6.1505
H 2.0997 2.7488 -5.2653
H 1.2506 1.3070 -5.7270
H -0.1790 1.3985 -3.9460
H -0.5518 3.1245 -4.3946
H 0.1967 2.0660 -0.8536
H -1.0333 2.3036 -2.1067
H -0.6202 4.5202 -0.4157
H -0.8778 4.7121 -2.0957
H 1.7444 4.2865 -0.7196
H 1.3166 5.8118 -1.6714
H 2.7999 3.8012 -3.0063
H 1.3808 4.4857 -3.7307
H 2.7240 1.4688 -3.3694
H 1.5378 0.5190 -2.3207
H 2.5398 1.8498 -1.6815
C -0.5992 -1.6537 -1.8507
O -1.4372 -0.6114 -2.1860
H 0.4617 -1.4072 -1.8929
H -0.7879 -1.9670 -0.8238
H -0.7328 -2.5383 -2.4733
Cl 1.0831 -5.2646 -3.2510
C 0.0301 -4.5616 -4.5699
C 0.8901 -4.2353 -5.8458
Cl 1.5094 -5.8274 -6.4289
H -0.4132 -3.6234 -4.2362
H -0.7543 -5.2890 -4.7790
H 1.6410 -3.4726 -5.6393
H 0.3137 -3.7843 -6.6535
Cl -3.6494 -4.6482 0.3413
C -2.4868 -5.2977 -0.7355
C -2.5973 -6.7984 -0.8484
Cl -3.9347 -7.5760 -1.6704
H -1.4806 -5.0938 -0.3694
H -2.4183 -4.7679 -1.6857
H -2.5847 -7.1931 0.1675
H -1.7411 -7.1362 -1.4324
C -2.1806 -0.0779 7.8963
C -1.6164 -1.2482 7.4379
C -1.3868 -1.3199 6.0408
C -1.7387 -0.3422 5.1242
C -2.3210 0.8644 5.6340
C -2.5969 0.9229 6.9902
C -2.5722 2.0664 4.8265
O -2.6629 3.1722 5.3738
C -2.7736 1.7628 3.3351
C -3.2733 2.7188 2.4430
C -3.2446 2.4814 1.0752
C -2.7882 1.2821 0.5573
C -2.2702 0.2967 1.4536
C -2.2887 0.4984 2.8162
C -1.6537 -0.6123 3.6924
O -1.0577 -1.6336 3.2070
H -2.4907 0.0328 8.9249
H -1.4045 -2.1274 8.0282
H -0.9863 -2.2715 5.7237
H -3.1624 1.7146 7.4589
H -3.6184 3.6879 2.7717
H -3.4070 3.3001 0.3898
H -2.5573 1.0389 -0.4694
H -1.8399 -0.6724 1.2484
C 0.6410 2.5708 4.4692
C 1.1638 2.0348 5.6400
C 1.8307 0.8205 5.5546
C 1.8592 0.0655 4.3823
C 1.3098 0.5902 3.1933
C 0.7538 1.8627 3.2548
C 1.3980 -0.0815 1.9014
O 0.9510 0.4084 0.8591
C 2.1544 -1.3752 1.9046
C 2.3700 -2.0283 0.6698
C 3.0325 -3.2520 0.5721
C 3.6109 -3.7598 1.7527
C 3.4910 -3.1012 2.9880
C 2.7344 -1.9288 3.0983
C 2.4279 -1.3003 4.4096
O 2.8176 -1.8213 5.4425
H 0.0055 3.4423 4.5237
H 0.9975 2.3934 6.6450
H 2.3485 0.4884 6.4422
H 0.2472 2.1897 2.3587
H 2.0167 -1.6680 -0.2850
H 3.0684 -3.7923 -0.3623
H 4.1024 -4.7068 1.5851
H 4.0761 -3.4887 3.8089



(7)
25
Properties=species:S:1:pos:R:3 method="wB97M-V/def2-TZVPD" e_above_lowest_kcal_mol=92.5 total_energy_ev=-13084.2707 homo_ha=-0.269 lumo_energy_ev=0.00
C -1.8775 1.0174 0.0839
C -1.2627 -1.8565 -0.6660
C -1.8150 1.5683 -1.1701
C -0.6983 -0.8786 0.3503
O -0.7129 -1.1230 1.5355
H -1.3889 1.5076 0.9154
H -2.7118 0.3776 0.3424
H -2.3002 -2.0701 -0.4137
H -1.2204 -1.4436 -1.6777
H -0.7086 -2.7936 -0.6226
H -0.2469 0.8510 -1.6131
H -2.5315 1.2876 -1.9310
H -1.3013 2.5058 -1.3457
C 1.6193 0.9314 1.8638
C 1.8357 -1.2427 -0.2293
N 1.2170 1.0431 0.4726
C 0.8853 -0.0583 -0.3238
O 0.6164 0.2815 -1.6014
H 1.2120 1.9412 0.0146
H 2.5840 0.4242 1.9613
H 0.8828 0.3681 2.4353
H 1.7102 1.9349 2.2773
H 2.8324 -0.9101 -0.5274
H 1.8688 -1.6408 0.7817
H 1.5121 -2.0224 -0.9123